No. 1
{
  "formula": "C15H26CaNOP",
  "method": "ωB97M-V/def2-TZVPD",
  "spin_multiplicity": 1,
  "e_homo_ev": [-6.31, -6.62],
  "homo_lumo_gap_ev": [4.51, 4.54],
  "e_lumo_ev": [-1.7996, -2.0862],
  "symbols": ["C", "C", "C", "C", "C", "C", "C", "C", "N", "Ca", "C", "P", "H", "H", "H", "H", "H", "H", "H", "H", "C", "C", "H", "C", "C", "H", "H", "H", "H", "H", "H", "H", "H", "H", "H", "H", "H", "H", "H", "C", "C", "O", "H", "H", "H"],
  "positions_angstrom": [[-2.556, 0.408, -2.897], [-2.371, -0.814, -2.265], [-1.646, -0.859, -1.033], [-1.213, 0.293, -0.532], [-1.321, 1.485, -1.127], [-2.034, 1.575, -2.347], [-1.442, -2.215, -0.356], [0.010, -2.702, -0.173], [1.064, -1.656, 0.059], [0.256, 0.070, 1.210], [-0.623, 2.744, -0.559], [1.091, 2.199, -0.030], [-2.759, -1.737, -2.702], [-2.149, 2.537, -2.853], [-3.112, 0.454, -3.844], [-1.137, 3.113, 0.346], [-0.528, 3.565, -1.276], [-1.903, -2.164, 0.658], [-1.967, -3.015, -0.893], [0.052, -3.382, 0.677], [1.760, 3.457, 1.034], [2.026, 2.210, -1.534], [0.345, -3.255, -1.065], [1.621, -1.191, -1.228], [2.164, -2.220, 0.900], [-0.450, 1.398, 2.080], [2.109, -2.046, -1.734], [0.812, -0.813, -1.855], [2.365, -0.407, -1.052], [2.696, -2.976, 0.277], [2.858, -1.451, 1.220], [1.724, -2.730, 1.758], [2.053, 3.232, -1.920], [3.067, 1.868, -1.353], [1.581, 1.549, -2.297], [1.914, 4.372, 0.457], [1.088, 3.657, 1.884], [2.729, 3.115, 1.448], [1.449, 0.188, 2.407], [-1.926, -1.013, 3.563], [-0.755, -1.551, 2.779], [-0.335, -2.618, 2.908], [-2.725, -0.707, 2.875], [-1.591, -0.157, 4.153], [-2.288, -1.811, 4.230]],
  "mulliken_charge": [-0.785, -0.905, 0.534, 0.711, 0.701, -0.877, -0.782, -0.964, 0.398, 0.009, -1.052, 0.693, 0.371, 0.369, 0.344, 0.388, 0.407, 0.085, 0.448, 0.530, -1.186, -1.521, 0.478, -1.322, -1.227, -0.007, 0.425, 0.335, 0.335, 0.377, 0.331, 0.375, 0.463, 0.379, 0.296, 0.401, 0.312, 0.330, -0.109, -1.430, 0.751, -0.392, 0.224, 0.342, 0.417]
}


No. 2
{
  "formula": "C18H17N3O3S2",
  "method": "ωB97M-V/def2-TZVPD",
  "smiles": "CC(=O)Nc1ccc(S(=O)(=O)Nc2cccc(-c3csc(C)n3)c2)cc1",
  "spin_multiplicity": 1,
  "e_homo_ev": -8.29,
  "homo_lumo_gap_ev": 8.74,
  "e_lumo_ev": 0.4443,
  "symbols": ["C", "C", "O", "N", "C", "C", "C", "C", "S", "O", "O", "N", "C", "C", "C", "C", "C", "C", "C", "S", "C", "C", "N", "C", "C", "C", "H", "H", "H", "H", "H", "H", "H", "H", "H", "H", "H", "H", "H", "H", "H", "H", "H"],
  "positions_angstrom": [[3.252, -2.467, -4.925], [1.913, -2.292, -4.242], [0.910, -1.950, -4.818], [1.980, -2.568, -2.899], [0.968, -2.535, -1.944], [-0.353, -2.209, -2.257], [-1.308, -2.197, -1.259], [-0.957, -2.515, 0.039], [-2.197, -2.402, 1.318], [-3.492, -2.670, 0.773], [-1.763, -3.124, 2.474], [-2.207, -0.754, 1.657], [-1.036, -0.062, 1.961], [-0.113, -0.616, 2.844], [1.043, 0.081, 3.149], [1.290, 1.325, 2.599], [0.365, 1.892, 1.724], [0.574, 3.203, 1.122], [1.513, 4.131, 1.478], [1.391, 5.540, 0.504], [0.050, 4.772, -0.343], [-0.648, 5.464, -1.450], [-0.232, 3.605, 0.093], [-0.791, 1.186, 1.404], [0.345, -2.844, 0.364], [1.306, -2.854, -0.626], [3.986, -1.791, -4.491], [3.603, -3.490, -4.809], [3.144, -2.245, -5.982], [2.886, -2.838, -2.540], [-0.615, -1.969, -3.274], [-2.338, -1.962, -1.478], [-2.844, -0.266, 1.046], [-0.320, -1.577, 3.284], [1.758, -0.353, 3.833], [2.199, 1.851, 2.845], [2.251, 4.084, 2.252], [-1.409, 4.806, -1.861], [0.058, 5.736, -2.233], [-1.119, 6.377, -1.088], [-1.500, 1.630, 0.721], [0.584, -3.100, 1.383], [2.327, -3.113, -0.383]],
  "mulliken_charge": [-1.314, 0.808, -0.598, -0.153, 0.862, -0.575, -0.724, 0.009, 1.129, -0.702, -0.657, -0.283, 0.347, -0.375, -0.827, -0.822, 0.736, -0.126, -0.501, -0.204, 0.684, -1.080, -0.438, -0.524, -0.365, -0.815, 0.332, 0.333, 0.353, 0.197, 0.532, 0.451, 0.318, 0.736, 0.422, 0.281, 0.382, 0.306, 0.305, 0.299, 0.482, 0.485, 0.295]
}


No. 3
{
  "formula": "C9H21FP",
  "method": "ωB97M-V/def2-TZVPD",
  "spin_multiplicity": 1,
  "e_homo_ev": -14.40,
  "homo_lumo_gap_ev": 10.25,
  "e_lumo_ev": -4.1526,
  "total_charge": 1,
  "symbols": ["C", "C", "C", "C", "C", "C", "C", "C", "C", "F", "P", "H", "H", "H", "H", "H", "H", "H", "H", "H", "H", "H", "H", "H", "H", "H", "H", "H", "H", "H", "H", "H"],
  "positions_angstrom": [[1.882, 1.773, -0.232], [2.058, -0.418, 1.097], [2.847, -0.222, -1.235], [-1.682, 0.111, 1.406], [-1.894, 1.716, -0.365], [-2.786, -0.478, -0.944], [0.105, -1.332, -2.068], [1.772, 0.250, -0.298], [-1.600, 0.218, -0.153], [-1.026, -2.976, 1.741], [0.031, -0.289, -0.814], [2.871, 2.322, 0.144], [1.220, 2.243, 0.435], [1.559, 2.349, -1.163], [1.378, -1.224, 1.295], [1.906, 0.420, 1.815], [3.043, -0.749, 1.230], [3.093, -1.266, -1.340], [2.740, 0.245, -2.189], [3.755, 0.275, -1.071], [-2.695, 0.132, 1.602], [-1.065, 0.866, 1.844], [-1.277, -0.788, 1.719], [-2.720, 1.947, 0.395], [-2.183, 1.971, -1.348], [-1.108, 2.384, 0.013], [-2.703, -1.565, -0.750], [-3.715, -0.051, -0.476], [-2.436, -0.281, -1.970], [-0.819, -1.675, -2.518], [-0.926, -3.497, 2.474], [1.060, -1.462, -2.516]],
  "mulliken_charge": [-1.824, -1.513, -2.508, -1.748, -1.541, -1.633, -0.935, 2.087, 1.360, -0.375, 0.637, 0.352, 0.472, 0.457, 0.320, 0.382, 0.457, 0.502, 0.601, 0.578, 0.599, 0.401, 0.357, 0.417, 0.433, 0.365, 0.347, 0.427, 0.470, 0.335, 0.370, 0.353]
}


No. 4
{
  "formula": "C43H43BrEuN3O7PS4",
  "method": "ωB97M-V/def2-TZVPD",
  "spin_multiplicity": 8,
  "e_homo_ev": [-0.96, -2.19],
  "homo_lumo_gap_ev": [4.69, 5.92],
  "e_lumo_ev": [3.7297, 3.7296],
  "total_charge": -2,
  "s2": 15.76,
  "symbols": ["Eu", "O", "N", "C", "C", "C", "C", "C", "S", "H", "H", "H", "H", "S", "C", "C", "C", "C", "C", "C", "N", "C", "C", "C", "C", "C", "C", "C", "H", "H", "H", "H", "H", "H", "H", "H", "O", "S", "O", "O", "C", "C", "C", "C", "C", "C", "S", "O", "O", "O", "H", "H", "H", "H", "C", "C", "C", "C", "P", "C", "C", "C", "C", "C", "C", "C", "C", "C", "C", "H", "H", "H", "H", "H", "H", "H", "H", "H", "H", "H", "H", "H", "H", "H", "H", "H", "H", "H", "H", "H", "H", "H", "Br", "C", "C", "C", "N", "C", "C", "H", "H", "H", "H"],
  "positions_angstrom": [[0.253, -0.935, 0.510], [-2.077, -1.279, -0.042], [-3.110, -1.873, -0.625], [-2.788, -2.968, -1.425], [-3.755, -3.697, -2.063], [-5.101, -3.305, -1.953], [-5.405, -2.242, -1.157], [-4.414, -1.424, -0.484], [-4.950, -0.156, 0.450], [-1.727, -3.191, -1.445], [-3.464, -4.546, -2.708], [-5.877, -3.854, -2.442], [-6.450, -1.937, -1.002], [3.120, 0.494, 4.631], [4.266, -0.055, 3.498], [5.328, -0.937, 3.662], [6.093, -1.236, 2.564], [5.805, -0.701, 1.290], [4.661, 0.072, 1.077], [3.887, 0.373, 2.191], [2.599, 0.884, 2.097], [2.084, 1.051, 3.289], [0.721, 1.448, 3.422], [0.414, 2.212, 4.533], [-0.928, 2.462, 4.812], [-1.927, 1.912, 3.990], [-1.589, 1.234, 2.837], [-0.258, 0.969, 2.517], [5.458, -1.455, 4.605], [6.937, -1.892, 2.653], [6.500, -0.922, 0.486], [4.391, 0.453, 0.103], [1.216, 2.627, 5.150], [-1.242, 3.062, 5.674], [-2.994, 2.063, 4.212], [-2.349, 0.944, 2.130], [0.934, -2.006, -2.089], [2.317, -1.593, -1.927], [3.053, -1.287, -3.156], [2.363, -0.476, -0.942], [3.344, -2.913, -1.192], [4.550, -3.111, -1.901], [5.406, -4.158, -1.551], [5.092, -4.982, -0.474], [3.923, -4.822, 0.241], [3.060, -3.752, -0.070], [1.754, -3.490, 1.083], [0.496, -3.302, 0.299], [1.740, -4.709, 1.849], [2.014, -2.198, 1.762], [4.845, -2.470, -2.768], [6.346, -4.296, -2.081], [5.789, -5.755, -0.197], [3.685, -5.506, 1.080], [0.209, 4.718, -2.530], [0.572, 3.377, -1.910], [0.973, 3.560, -0.393], [1.741, 2.742, -2.715], [-0.900, 2.195, -1.966], [-2.247, 3.262, -1.403], [-2.417, 3.167, -0.003], [-3.511, 3.759, 0.615], [-4.471, 4.413, -0.165], [-4.261, 4.558, -1.551], [-3.129, 4.047, -2.154], [-1.529, 1.733, -3.687], [-0.841, 0.385, -4.016], [-1.202, 2.711, -4.830], [-3.055, 1.455, -3.693], [1.094, 5.354, -2.568], [-0.523, 5.284, -1.929], [-0.159, 4.668, -3.563], [1.942, 4.098, -0.348], [1.163, 2.550, 0.056], [0.254, 4.149, 0.196], [2.589, 3.455, -2.600], [1.580, 2.678, -3.806], [2.086, 1.760, -2.317], [-1.669, 2.638, 0.619], [-3.544, 3.683, 1.708], [-5.375, 4.793, 0.311], [-4.990, 5.087, -2.155], [-2.914, 4.283, -3.198], [0.247, 0.423, -3.876], [-0.990, 0.163, -5.075], [-1.265, -0.423, -3.410], [-0.153, 3.026, -4.874], [-1.782, 3.630, -4.770], [-1.458, 2.210, -5.787], [-3.358, 0.783, -2.852], [-3.279, 0.983, -4.639], [-3.670, 2.369, -3.721], [-1.558, -5.750, 5.749], [-1.551, -4.202, 4.702], [-2.290, -4.162, 3.493], [-2.095, -3.039, 2.660], [-1.199, -2.092, 2.942], [-0.552, -2.104, 4.100], [-0.706, -3.115, 5.064], [-3.021, -4.916, 3.230], [-2.685, -2.851, 1.783], [0.099, -1.263, 4.233], [-0.243, -3.065, 6.040]],
  "mulliken_charge": [0.936, 0.439, -0.069, -0.480, -0.839, -0.153, -0.848, 0.296, -0.430, 0.508, 0.333, 0.379, 0.309, -0.324, 0.876, -0.545, -0.495, -0.570, -0.422, -0.527, -0.206, -0.003, 0.414, -0.297, -0.970, -0.829, -0.795, 0.638, 0.357, 0.370, 0.361, 0.415, 0.410, 0.287, 0.409, 0.820, -0.468, 1.527, -0.736, -0.142, -0.536, -0.540, -0.624, -0.418, -0.759, -0.114, 1.291, -0.451, -0.716, -0.237, 0.374, 0.341, 0.391, 0.437, -1.884, 2.172, -1.830, -1.690, 0.579, 0.471, -0.377, -0.590, -0.679, -0.576, -0.487, 2.153, -1.895, -1.900, -1.836, 0.565, 0.320, 0.248, 0.563, 0.390, 0.269, 0.554, 0.234, 0.117, 0.036, 0.373, 0.333, 0.385, 0.392, 0.354, 0.529, 0.257, 0.331, 0.218, 0.475, 0.207, 0.594, 0.414, -0.215, 0.256, -0.796, -0.315, 0.320, 0.025, -0.843, 0.460, 0.317, 0.184, 0.450]
}


No. 5
{
  "formula": "C3H4O",
  "method": "ωB97M-V/def2-TZVPD",
  "spin_multiplicity": 1,
  "e_homo_ev": -8.99,
  "homo_lumo_gap_ev": 9.13,
  "e_lumo_ev": 0.1402,
  "symbols": ["C", "O", "C", "C", "H", "H", "H", "H"],
  "positions_angstrom": [[1.125, 0.002, -0.216], [-2.686, -0.082, -0.009], [-1.477, -0.083, -0.209], [-0.287, 0.019, 0.210], [-1.140, 0.157, 1.239], [1.678, -0.813, 0.263], [1.611, 0.947, 0.016], [1.177, -0.148, -1.295]],
  "mulliken_charge": [-0.849, -0.534, 0.432, -0.161, 0.308, 0.256, 0.258, 0.290]
}


No. 6
{
  "formula": "C4H13NOS2",
  "method": "ωB97M-V/def2-TZVPD",
  "spin_multiplicity": 2,
  "e_homo_ev": [0.33, -2.77],
  "homo_lumo_gap_ev": [2.89, 5.96],
  "e_lumo_ev": [3.2118, 3.1914],
  "total_charge": -1,
  "s2": 0.75,
  "symbols": ["C", "S", "S", "C", "H", "H", "H", "H", "H", "H", "C", "O", "C", "N", "H", "H", "H", "H", "H", "H", "H"],
  "positions_angstrom": [[-3.688, -2.175, 0.152], [-2.303, -1.046, 0.215], [-1.179, -2.329, 1.536], [0.110, -1.082, 1.674], [-3.496, -3.019, -0.522], [-3.982, -2.552, 1.140], [-4.506, -1.591, -0.253], [-0.275, -0.169, 2.131], [0.923, -1.448, 2.280], [0.443, -0.842, 0.675], [1.689, 0.922, -1.480], [1.588, -0.479, -1.314], [1.458, 1.615, -0.146], [1.992, 2.989, -0.235], [2.689, 1.194, -1.832], [0.976, 1.276, -2.218], [1.955, -0.899, -2.094], [0.395, 1.583, 0.109], [2.013, 1.085, 0.617], [1.667, 3.507, 0.578], [1.532, 3.459, -1.011]],
  "mulliken_charge": [-0.841, -0.337, -0.516, -0.296, 0.273, 0.269, 0.144, 0.282, 0.202, -0.195, -0.438, -0.476, -0.338, -0.727, 0.347, 0.284, 0.267, 0.272, 0.324, 0.258, 0.241]
}


No. 7
{
  "formula": "C3H8N2",
  "method": "ωB97M-V/def2-TZVPD",
  "smiles": "C/C=N/NC",
  "spin_multiplicity": 1,
  "e_homo_ev": -8.12,
  "homo_lumo_gap_ev": 9.22,
  "e_lumo_ev": 1.1017,
  "symbols": ["C", "C", "N", "N", "C", "H", "H", "H", "H", "H", "H", "H", "H"],
  "positions_angstrom": [[1.327, 0.936, -1.652], [0.598, 0.144, -0.591], [-0.359, 0.644, 0.061], [-1.030, -0.059, 0.926], [-0.650, -1.373, 1.242], [0.595, 1.470, -2.325], [2.155, 1.709, -1.249], [1.925, 0.162, -2.272], [0.899, -0.942, -0.403], [-1.955, 0.355, 1.276], [-1.178, -1.679, 2.173], [0.522, -1.321, 1.434], [-0.886, -2.093, 0.467]],
  "mulliken_charge": [-0.726, -0.003, -0.559, 0.042, -0.838, 0.227, 0.193, 0.245, 0.294, 0.281, 0.298, 0.244, 0.301]
}


No. 8
{
  "formula": "C2HO2Yb",
  "method": "ωB97M-V/def2-TZVPD",
  "spin_multiplicity": 2,
  "e_homo_ev": [-18.34, -20.11],
  "homo_lumo_gap_ev": [8.08, 9.43],
  "e_lumo_ev": [-10.2583, -10.6845],
  "total_charge": 2,
  "s2": 0.76,
  "symbols": ["O", "O", "C", "C", "H", "Yb"],
  "positions_angstrom": [[1.068, 0.500, 0.106], [-1.668, 0.205, 0.038], [0.777, -0.658, -0.041], [-1.172, -0.843, -0.119], [1.446, -1.482, -0.338], [-0.451, 2.278, 0.354]],
  "mulliken_charge": [-0.374, -0.280, 0.293, 0.286, 0.384, 1.691]
}


no.,F_max (eV/Å),E_tot (eV)
1,4.339,-47232.0700
2,1.086,-51225.9865
3,3.125,-21670.8316
4,2.711,-206095.6231
5,5.987,-5219.8730
6,2.766,-29565.7180
7,3.635,-6218.8032
8,1.014,-37693.6455